DFT (ωB97M-V/def2-TZVPD) results for a cluster of 2 separate species, C4H12S in total.

Geometry (Å):
C 0.338 -1.375 2.157
S 0.451 -2.262 0.593
C -1.256 -2.024 0.036
H -0.285 -1.964 2.811
H 1.265 -1.200 2.671
H -0.079 -0.368 2.054
H -1.888 -1.541 0.775
H -1.690 -2.990 -0.227
H -1.188 -1.483 -0.903
C 0.335 1.476 -0.671
C 0.776 2.337 -1.858
H 1.162 0.924 -0.228
H -0.099 2.074 0.129
H -0.422 0.734 -0.939
H -0.073 2.922 -2.196
H 1.101 1.734 -2.704
H 1.552 3.006 -1.500

Computed properties:
HOMO energy = -8.4 eV
net charge = 0
F_max = 0.01797 hartree/bohr
energy above the lowest of the compared OMol25 structures with the same formula, charge and spin = 5.92 kcal/mol
LUMO = 1.0 eV
SMILES = CSC.CC



DFT (ωB97M-V/def2-TZVPD) results for a cluster of 2 separate species, C4H12S2 in total at a distorted geometry.

Geometry (Å):
C -0.006 2.223 -2.532
C 1.210 2.966 -1.933
S 1.441 2.588 -0.234
H 0.099 1.212 -2.582
H -0.201 2.487 -3.631
H -0.858 2.600 -2.068
H 2.151 2.612 -2.438
H 1.169 4.047 -2.039
H 0.705 1.455 -0.100
C -0.093 -1.798 2.498
C -1.048 -2.507 1.507
S -0.693 -4.346 1.196
H -0.260 -0.647 2.277
H 0.977 -1.835 2.359
H -0.159 -1.861 3.624
H -2.067 -2.190 1.606
H -0.761 -2.073 0.502
H -1.605 -4.935 1.988

Computed properties:
expectation value of S² = 0.75
HOMO energy (alpha / beta) = 1.0 / -5.5 eV
net charge = -1
F_max = 0.09015 hartree/bohr
multiplicity = 2
energy above the lowest of the compared OMol25 structures with the same formula, charge and spin = 43.18 kcal/mol
LUMO (alpha / beta) = 3.1 / 3.1 eV



DFT (ωB97M-V/def2-TZVPD) results for a cluster of 2 separate species, C4H12S2 in total at a distorted geometry.

Geometry (Å):
C 1.361 -1.434 2.970
C 0.746 0.043 2.600
S 2.096 1.232 2.851
H 1.706 -1.812 1.992
H 0.567 -1.977 3.714
H 2.353 -1.080 3.526
H 0.227 0.192 1.645
H 0.012 0.363 3.399
H 1.942 1.347 4.197
C -0.692 0.359 -3.782
C -1.586 0.864 -2.595
S -2.433 -0.301 -1.677
H -1.342 0.041 -4.572
H -0.230 -0.598 -3.435
H 0.062 1.034 -4.079
H -0.884 1.461 -2.029
H -2.324 1.567 -2.957
H -1.581 -1.301 -1.768

Computed properties:
HOMO energy = -8.9 eV
net charge = 0
F_max = 0.07271 hartree/bohr
energy above the lowest of the compared OMol25 structures with the same formula, charge and spin = 39.11 kcal/mol
LUMO = 0.7 eV
SMILES = CCS.CCS



DFT (ωB97M-V/def2-TZVPD) results for a cluster of 2 separate species, C4H12S2 in total at a distorted geometry.

Geometry (Å):
C 3.077 -0.019 -0.570
C 1.912 -0.687 0.169
S 2.202 -1.042 1.897
H 3.119 -0.390 -1.589
H 4.024 -0.221 -0.080
H 2.962 1.059 -0.633
H 1.004 -0.081 0.063
H 1.665 -1.634 -0.307
H 2.661 0.171 2.236
C -2.724 -0.237 1.165
S -1.730 -0.454 -0.329
C -2.335 0.829 -1.417
H -3.709 -0.676 0.992
H -2.761 0.837 1.347
H -2.129 -0.677 1.969
H -2.762 1.627 -0.819
H -1.455 1.190 -1.945
H -3.019 0.405 -2.151

Computed properties:
expectation value of S² = 0.75
HOMO energy (alpha / beta) = -12.8 / -12.1 eV
net charge = +1
F_max = 0.02219 hartree/bohr
multiplicity = 2
energy above the lowest of the compared OMol25 structures with the same formula, charge and spin = 3.42 kcal/mol
LUMO (alpha / beta) = -3.0 / -8.4 eV